Entry from the Open Molecules 2025 dataset: a molecular structure, C29H26N3S3Ta at a distorted geometry (ωB97M-V/def2-TZVPD).

Last column: Mulliken charge in e.
Atoms and positions in Å:
C -4.83928 -1.28793 -2.69314  -0.7571
C -4.42602 -0.62598 -1.54807  -0.6721
C -0.24361 -3.02133 -1.65112  -1.4001
C -1.41207 3.05237 1.50210  -0.5102
C 3.49661 -3.30983 2.42969  -1.0135
C 1.15203 -3.00080 -1.06234  -1.3821
S 0.48438 -0.00696 1.86627  -0.3735
H -0.48717 -3.24927 0.99527  0.3245
H -4.39388 -2.83562 -4.11035  0.4587
S -2.76214 3.18260 -2.16890  -0.2269
H -4.08411 5.24593 -0.32623  0.4467
C 0.47760 -0.63126 -3.49250  -0.6172
H -2.30315 -3.50187 -3.03786  0.4859
H 4.23298 -4.09196 2.55172  0.4430
C -2.46227 -2.03062 -1.46750  0.2165
H 3.52544 -2.73159 4.49909  0.4360
H -0.28904 -2.55310 -2.62214  0.7542
C -3.07677 4.81158 1.52121  -0.5625
H 3.45345 -1.57880 -1.10219  0.4689
C 2.00542 -2.07297 1.00711  -0.9822
C 2.57939 -0.94241 -0.95790  -1.4026
H -0.78170 0.77556 -6.31102  0.4502
H 3.29511 -3.66298 0.33337  0.5208
H 0.80114 -0.98227 -5.57966  0.4902
N 1.47198 -1.73644 -0.31968  1.2055
C 2.95815 -3.07193 1.17546  -0.1022
C -4.06900 -2.31654 -3.21920  -0.8906
C -1.01644 1.12458 -2.95623  0.9011
C 1.64785 -1.29946 2.09035  1.1800
H -5.76800 -1.00665 -3.17011  0.4734
C -2.11637 4.03058 2.17475  -0.8468
C -1.24579 1.36685 -4.30511  -0.8830
C -3.34971 4.63468 0.17984  -0.7301
H 1.87689 -3.16966 -1.86128  0.2987
C -1.69436 2.85784 0.15468  -0.1146
H 1.20625 -1.39162 -3.25338  0.3123
C -3.23933 -1.00683 -0.93411  0.8520
H 1.88466 -0.90413 4.18771  0.5017
H -0.54943 -4.06355 -1.77909  0.5624
H 2.27484 -0.52141 -1.90593  0.5141
H 2.85189 -0.13264 -0.28127  0.3612
H -2.16027 -2.68586 1.09044  0.3734
H -3.60692 5.57464 2.07384  0.4285
C 0.26399 -0.39653 -4.84521  -1.1074
H 1.25975 -3.82543 -0.36480  0.7119
H -1.91404 4.20711 3.22198  0.4429
C -2.64517 3.64210 -0.49333  1.0389
H -0.64925 2.47324 2.00535  0.4280
C 2.18671 -1.52293 3.35369  -0.6263
H -1.77335 -4.13104 0.13144  0.3714
N -1.09150 1.92336 -0.70326  -0.2675
C 3.10634 -2.54223 3.52086  -0.7236
H -5.02407 0.16599 -1.11706  0.5243
H -1.88192 2.18812 -4.61381  0.4655
Ta -0.46534 -0.11537 -0.27759  1.8107
C -1.55164 2.01995 -1.94135  0.4285
C -2.87927 -2.69405 -2.61096  -0.6601
C -0.18366 0.08216 -2.48419  1.2155
C -0.61829 0.58803 -5.25889  -1.0216
S -2.68037 -0.25285 0.57320  -0.3767
C -1.42233 -3.14677 0.44572  -1.0331
N -1.19780 -2.31198 -0.77789  0.3860

Calculated values
orbital gap = 6.569 eV
HOMO energy = -14.29 eV
total charge = +2